(1)
Here is a structure of composition C10H28Br3N9O18 from OMol25. Energies are from ωB97M-V/def2-TZVPD.

```
68
Properties=species:S:1:pos:R:3:mulliken_charge:R:1
C -0.29759 2.40761 -4.34829 -0.611
N 0.47323 1.25708 -4.88307 0.922
O 0.60363 1.08753 -6.08856 -0.574
O 0.91102 0.51060 -4.04355 -0.445
H -0.13655 3.25647 -5.12307 0.259
H 0.15331 2.60020 -3.38137 0.211
H -1.36403 2.28151 -4.30322 0.259
C 2.09907 -0.24714 -1.37131 -0.673
N 2.88010 -0.24285 -0.18772 0.864
O 2.29307 -0.59008 0.87523 -0.398
O 3.96317 0.19161 -0.21851 -0.599
H 2.79322 -0.05234 -2.18196 0.589
H 1.37300 0.57230 -1.34004 0.170
H 1.60591 -1.24821 -1.42971 0.100
C 0.00153 0.47415 5.90495 -0.835
N 0.77114 0.86872 4.70336 0.850
O 0.27202 1.59298 3.85522 -0.269
O 1.88499 0.35311 4.63825 -0.519
H -0.18354 1.41595 6.52450 0.264
H 0.47895 -0.32735 6.45065 0.336
H -0.95206 0.06154 5.55107 0.259
C 3.80377 -3.85823 0.49549 -0.966
N 2.37888 -3.39381 0.48718 1.079
O 1.95673 -3.05659 -0.58135 -0.610
O 1.83460 -3.28570 1.57412 -0.535
H 3.74797 -4.90144 0.34655 0.342
H 4.14306 -3.63682 1.52918 0.347
H 4.32012 -3.32870 -0.32374 0.312
C -1.08648 -3.03409 1.32204 -0.819
N -0.61706 -2.46217 2.61062 0.902
O -0.14202 -1.32424 2.55859 -0.387
O -0.60935 -3.15445 3.60812 -0.605
H -0.51142 -2.60043 0.53552 0.142
H -2.14653 -2.88585 1.16184 0.343
H -0.96442 -4.06144 1.45697 0.421
C -4.03857 -0.53889 -2.53494 -0.649
N -3.61819 -1.71457 -1.72172 0.993
O -2.90280 -1.59972 -0.76033 -0.492
O -4.01598 -2.81142 -2.08527 -0.606
H -4.75102 -0.93258 -3.20012 0.369
H -3.12747 -0.20691 -3.07356 0.151
H -4.27269 0.34920 -1.90875 0.241
C -0.21558 -1.97813 -5.44347 -0.950
N -1.10037 -1.36745 -4.41801 1.037
O -1.14912 -1.88573 -3.31224 -0.493
O -1.79001 -0.38354 -4.73827 -0.610
H -0.51199 -3.06158 -5.57397 0.261
H 0.73984 -1.70003 -5.06648 0.362
H -0.40365 -1.36437 -6.29417 0.358
C -1.03385 0.85748 0.87307 -0.409
N -1.74977 1.23314 -0.38629 1.077
O -2.96034 1.29871 -0.28406 -0.618
O -1.11209 1.52636 -1.38743 -0.504
H -0.16111 0.11498 0.68221 -0.197
H -1.81983 0.44784 1.58236 0.255
H -0.61103 1.77149 1.25775 0.351
C 2.39642 2.50088 1.47974 -0.220
N 2.11363 3.68465 0.65969 1.064
O 1.56323 4.59679 1.21813 -0.579
O 2.34093 3.63052 -0.57176 -0.578
H 1.87165 2.62796 2.42129 0.285
H 3.43794 2.27135 1.55025 0.321
H 1.95176 1.66341 0.99955 -0.314
C -2.07945 3.93345 4.59672 0.263
Br -3.08163 2.42367 5.51577 -0.071
Br -1.00752 4.96598 5.96946 -0.074
Br -3.32836 4.87734 3.56494 0.009
H -1.30443 3.53028 4.00593 -0.160
```

Computed properties:
total energy: -271190.9995 eV
spin multiplicity: 1
net charge: 0
gap between HOMO and LUMO: 9.972 eV
largest force on an atom: 4.77 eV/Å
highest occupied orbital energy: -10.354 eV


(2)
Here is a cluster of 5 separate species, C5H19NO4 in total from OMol25. Energies are from ωB97M-V/def2-TZVPD.

```
29
Properties=species:S:1:pos:R:3:mulliken_charge:R:1
C -1.63003 0.44675 0.92495 -1.684
C -0.43752 0.00804 1.37418 0.587
C 0.73142 0.93294 1.60776 -0.249
C 0.63910 1.32237 3.10915 -1.340
N -0.26221 -1.38552 1.45352 -0.130
C 1.07222 -1.98566 1.51333 -0.920
H -2.34866 -0.13555 0.36595 0.457
H -1.95114 1.45739 1.16460 0.307
H 1.72884 0.57985 1.37477 0.532
H 0.64420 1.83160 1.01198 0.141
H -0.16307 2.00955 3.35326 0.344
H 0.44815 0.38983 3.64536 0.332
H 1.59878 1.65678 3.50748 0.360
H -1.01030 -1.82802 1.95762 0.329
H 1.40708 -2.06380 2.54830 0.308
H 1.72999 -1.31786 0.97073 0.308
H 1.10097 -2.92288 0.96303 0.325
O 2.41914 1.70136 -2.56559 -0.663
H 1.50903 1.89090 -2.24725 0.432
H 2.32007 1.17607 -3.36821 0.300
O -2.64909 -2.50911 -0.77388 -0.640
H -3.09129 -2.37479 -1.61235 0.310
H -1.88991 -1.93008 -0.67204 0.321
O -0.03809 -0.34254 -3.54854 -0.639
H 0.72804 -0.00558 -3.07785 0.241
H -0.35808 0.39742 -4.07103 0.344
O -0.01324 1.61731 -1.42091 -0.662
H -0.74912 1.03903 -1.17248 0.399
H 0.15388 2.04359 -0.57776 0.253
```

Computed properties:
total energy: -15171.9874 eV
spin multiplicity: 1
net charge: 0
gap between HOMO and LUMO: 8.880 eV
largest force on an atom: 2.15 eV/Å
highest occupied orbital energy: -8.343 eV
SMILES: C=C(CC)NC.O.O.O.O


(3)
Here is a structure of composition C42H50ClCrI2N2OPS2Sb from OMol25. Energies are from ωB97M-V/def2-TZVPD.

```
103
Properties=species:S:1:pos:R:3:mulliken_charge:R:1
Cr 0.01068 -0.16779 0.00992 0.010
Cl 0.09165 -0.03107 2.48933 -0.050
C 1.76683 0.35588 2.88392 0.056
C 2.02115 0.81463 4.16156 -0.799
C 3.32734 1.13494 4.50240 -0.633
C 4.35138 1.00007 3.57454 -0.861
C 4.07238 0.53897 2.29848 -0.191
C 2.76847 0.20062 1.93432 -0.292
P 2.34777 -0.43213 0.29897 2.124
C 3.42880 0.38894 -0.88617 0.563
C 3.95560 -0.31345 -1.96808 -0.637
C 4.63443 0.36393 -2.97037 -0.857
C 4.79289 1.74094 -2.89407 -0.632
C 4.28232 2.44219 -1.80876 -0.758
C 3.59660 1.77224 -0.80814 -0.465
C 2.71123 -2.20289 0.29829 -1.217
C 1.75719 -2.94773 -0.59949 0.654
C 2.03244 -4.48679 -0.66343 0.489
C 2.81568 -5.04031 0.50112 -1.181
C 3.51727 -4.26226 1.31764 -0.923
C 3.48937 -2.80465 1.19775 -0.443
H 1.21466 0.92817 4.87280 0.551
H 3.54051 1.50132 5.49741 0.440
H 5.36558 1.26106 3.84362 0.458
H 4.86744 0.44919 1.56792 0.551
H 3.85499 -1.39104 -2.02462 0.372
H 5.05058 -0.18483 -3.80496 0.473
H 5.32517 2.26791 -3.67496 0.495
H 4.41897 3.51368 -1.74153 0.451
H 3.19337 2.32602 0.03300 0.356
H 1.84932 -2.57010 -1.61902 -0.060
H 2.60968 -4.67719 -1.57429 0.442
H 2.85820 -6.11959 0.59534 0.546
H 4.12171 -4.70501 2.09814 0.477
H 4.06910 -2.22229 1.90281 0.576
I 0.64970 4.81649 0.31965 0.100
C 0.76554 3.55913 -1.32178 -0.081
C 1.18528 4.05766 -2.57835 -0.197
C 1.34260 3.23496 -3.65903 -0.094
I 2.03480 4.04477 -5.44772 0.144
C 1.06178 1.84278 -3.54977 0.913
C 1.17439 0.88428 -4.57720 -1.247
C 0.86467 -0.42530 -4.31844 -1.723
C 0.45187 -0.79943 -3.03313 -1.022
N 0.34466 0.06390 -2.04400 1.823
C 0.63649 1.37142 -2.29669 -0.265
C 0.50016 2.22585 -1.17826 -0.146
O 0.12504 1.63768 -0.02875 -0.337
H 1.39930 5.11396 -2.66949 0.486
H 1.50039 1.19063 -5.56249 0.312
H 0.92999 -1.17540 -5.09372 0.546
H 0.17491 -1.82276 -2.80490 0.747
C -3.01494 -0.35696 -2.96953 -1.403
C -3.66450 0.44520 -1.84274 1.818
C -3.31434 1.92154 -2.03501 -1.801
C -5.17680 0.24344 -1.89754 -1.797
Sb -2.80066 -0.18119 0.07367 0.930
C -3.52726 1.28398 1.54648 1.947
C -4.96084 1.73093 1.27033 -1.811
C -3.46206 0.65993 2.94112 -1.609
C -2.58999 2.49100 1.50067 -1.354
C -3.79215 -2.06660 0.59650 1.873
C -5.26452 -1.88399 0.95717 -1.553
C -3.67984 -3.00920 -0.60313 -1.641
C -3.05164 -2.67316 1.79034 -1.425
H -3.50906 -0.09936 -3.91191 0.564
H -3.10499 -1.43570 -2.83622 0.151
H -1.96234 -0.10663 -3.07454 0.097
H -3.62326 2.23070 -3.03879 0.524
H -2.23785 2.09983 -1.95331 0.382
H -3.82339 2.57135 -1.32459 0.275
H -5.55006 0.66899 -2.83463 0.557
H -5.70580 0.73382 -1.08208 0.289
H -5.44579 -0.81341 -1.89750 0.351
H -5.66687 0.90042 1.25555 0.290
H -5.05435 2.28236 0.33561 0.332
H -5.26920 2.40775 2.07337 0.594
H -4.19893 -0.13057 3.07920 0.349
H -3.68282 1.43776 3.67864 0.543
H -2.47641 0.25987 3.18233 0.077
H -2.54691 2.95663 0.51483 0.273
H -1.57122 2.23443 1.79090 0.004
H -2.95912 3.24455 2.20378 0.567
H -5.84423 -1.44156 0.14817 0.244
H -5.39909 -1.27304 1.84839 0.285
H -5.69734 -2.86690 1.17231 0.586
H -4.28286 -2.67237 -1.44672 0.172
H -4.06494 -3.99426 -0.31011 0.590
H -2.64594 -3.12587 -0.94003 0.150
H -3.13552 -2.05612 2.68544 0.271
H -1.99144 -2.83137 1.58736 0.043
H -3.50198 -3.64414 2.02807 0.515
S 0.06679 -2.52345 -0.00631 0.228
C 0.73489 -5.22575 -0.82161 -0.325
N 0.07329 -5.68453 0.19572 0.103
C -1.30048 -6.12358 -0.07046 -0.114
C -1.32704 -6.49513 -1.55135 -0.642
S -0.00640 -5.49522 -2.32831 -0.027
H 0.39939 -5.49215 1.13698 0.362
H -1.96304 -5.28284 0.14649 -0.229
H -1.55842 -6.96601 0.56653 0.451
H -2.27869 -6.25428 -2.01636 0.470
H -1.09269 -7.54303 -1.72537 0.431
```

Computed properties:
<S²>: 0.7709
total energy: -144023.3145 eV
spin multiplicity: 2
net charge: +2
gap between HOMO and LUMO (spin up / spin down): 6.514 / 7.026 eV
largest force on an atom: 0.17 eV/Å
highest occupied orbital energy (spin up / spin down): -12.464 / -12.493 eV


(4)
Here is the molecule C4H7NO from OMol25. Energies are from ωB97M-V/def2-TZVPD.

```
13
Properties=species:S:1:pos:R:3:mulliken_charge:R:1
C 2.33601 0.07536 -0.02663 -1.083
C 0.88723 0.53565 0.07561 0.010
C -0.21244 -0.18192 -0.02208 -0.358
C -1.59776 0.37078 -0.02969 0.624
N -2.51982 -0.60017 0.10492 -0.399
O -1.86035 1.55296 -0.06747 -0.610
H 2.65933 -0.26773 0.96907 0.279
H 2.55076 -0.66561 -0.82501 0.287
H 3.07536 0.89326 -0.14045 0.326
H 0.69133 1.58177 0.29303 0.364
H -0.22616 -1.28668 -0.24572 0.103
H -2.24155 -1.58036 -0.12538 0.207
H -3.54194 -0.42732 0.03982 0.250
```

Computed properties:
total energy: -7798.7669 eV
spin multiplicity: 1
net charge: 0
gap between HOMO and LUMO: 10.673 eV
largest force on an atom: 3.06 eV/Å
highest occupied orbital energy: -9.733 eV
SMILES: C/C=C/C(N)=O


(5)
Here is the molecule C3H9NOS from OMol25. Energies are from ωB97M-V/def2-TZVPD.

```
15
Properties=species:S:1:pos:R:3:mulliken_charge:R:1
O -1.81111 1.26121 -1.16665 -0.534
C -1.45587 1.41099 0.33212 -0.263
N -0.17667 0.83468 0.76002 -0.278
C 0.39289 -0.57185 0.74723 -0.486
C 0.84014 -0.93056 -0.73702 -0.512
S 1.37074 -2.66502 -0.70444 -0.232
H -1.02354 0.91798 -1.69276 0.280
H -1.53503 2.48368 0.70712 0.269
H -2.25397 0.94056 0.93858 0.265
H 0.44537 1.59649 1.06157 0.202
H 1.29995 -0.58238 1.38643 0.309
H -0.42695 -1.08351 1.26185 0.313
H -0.07324 -0.88973 -1.49540 0.190
H 1.64057 -0.27633 -0.95627 0.338
H 2.76672 -2.44621 -0.44237 0.140
```

Computed properties:
total energy: -17627.8496 eV
spin multiplicity: 1
net charge: 0
gap between HOMO and LUMO: 9.504 eV
largest force on an atom: 3.68 eV/Å
highest occupied orbital energy: -8.790 eV
SMILES: OCNCCS